1.
Computed, not measured: C18H18ClF5N6O in the gas phase at a distorted geometry, with ωB97M-V with the def2-TZVPD basis set.

Geometry (Å):
C 5.19194 1.62133 3.02098
N 4.40485 0.49588 2.55555
H 4.52430 0.40444 1.54915
C 4.76440 -0.76264 3.18868
C 3.71759 -1.82614 2.86022
C 2.37948 -1.50156 3.53714
H 2.27813 -0.41769 3.65295
H 2.32598 -1.96546 4.52437
O 1.26625 -2.03186 2.83713
C 0.87228 -1.44435 1.69300
C -0.16912 -2.07900 1.00777
C -0.62952 -1.54653 -0.17349
C -0.11137 -0.37917 -0.73567
C 0.90846 0.23333 -0.01448
C 1.40571 -0.26490 1.17297
H 2.20501 0.27111 1.65986
F 1.42342 1.38516 -0.47971
C -0.56758 0.13045 -2.04396
C -1.87530 0.58434 -2.22804
N -2.18842 1.01814 -3.46771
N -3.33875 1.52754 -3.93793
C -3.06957 1.77964 -5.20260
N -1.83151 1.48196 -5.60096
C -1.25341 0.99871 -4.52188
N -0.02346 0.55613 -4.35027
C 0.29631 0.14007 -3.15517
Cl 1.88401 -0.46770 -2.98148
H -3.80416 2.20029 -5.85892
N -2.75533 0.67121 -1.19911
C -4.18838 0.77792 -1.33107
C -4.78101 1.49778 -0.12581
H -4.35614 2.49452 -0.05326
H -5.85852 1.58131 -0.23687
H -4.56456 0.95201 0.79073
H -4.41341 1.30349 -2.26862
C -4.79195 -0.63336 -1.44785
F -6.11886 -0.59838 -1.61853
F -4.27782 -1.31017 -2.47982
F -4.56152 -1.36592 -0.34639
H -2.43232 0.26459 -0.33019
F -1.63060 -2.17300 -0.82174
H -0.59610 -2.98650 1.40010
H 4.06993 -2.80692 3.17915
H 3.57039 -1.86122 1.77859
H 4.78668 -0.59787 4.27015
H 5.76220 -1.11934 2.88446
H 6.27438 1.48183 2.89050
H 4.88558 2.51227 2.47625
H 4.99141 1.77420 4.08183

Calculated values
Gap between HOMO and LUMO ... 0.33670 hartree
LUMO energy ... 0.54 eV
SMILES ... CNCCCOc1cc(F)c(-c2c(Cl)nc3ncnn3c2N[C@H](C)C(F)(F)F)c(F)c1
Total energy ... -2060.04899 Ha
Relative energy (zero: lowest compared OMol25 entry of this formula, charge and spin) ... 0.84 kcal/mol



2.
Computed, not measured: C2H3NOS in the gas phase at a distorted geometry, with ωB97M-V with the def2-TZVPD basis set.

Geometry (Å):
C -0.02233 0.85129 -1.09344
C 0.04802 -0.32947 1.01146
N 0.01157 -0.19292 -0.38676
O 0.24653 -1.17311 -1.24787
S -0.43257 1.77936 -2.24723
H 1.04214 0.03339 1.34484
H -0.75231 0.31047 1.32284
H -0.14105 -1.27902 1.29618

Calculated values
Gap between HOMO and LUMO ... 0.28036 hartree
LUMO energy ... -0.57 eV
Total energy ... -606.03489 Ha
Relative energy (zero: lowest compared OMol25 entry of this formula, charge and spin) ... 95.68 kcal/mol



3.
Computed, not measured: a molecular structure, C33H31AgO3PSSi, with ωB97M-V with the def2-TZVPD basis set.

Geometry (Å):
Ag 1.10297 -0.09903 -0.34031
O 1.86428 -3.30469 -3.16150
C 1.61498 -2.59907 -2.18178
O 1.99413 -1.39393 -1.97947
C 0.83207 -3.26689 -1.05463
C 1.41482 -4.37601 -0.44518
C 0.81041 -5.00621 0.62899
C -0.40812 -4.53630 1.10486
C -1.00872 -3.45039 0.49029
C -0.40873 -2.81112 -0.60090
P -1.16337 -1.24171 -1.18205
C -0.89265 -1.17714 -3.00881
C -0.27182 -0.04493 -3.53324
C -0.05828 0.08079 -4.89936
C -0.45459 -0.93450 -5.75958
C -1.05889 -2.07422 -5.24833
C -1.27280 -2.19348 -3.88290
C -2.96402 -1.65208 -1.20088
C -3.48997 -2.92664 -1.41846
C -4.86246 -3.13024 -1.45669
C -5.73485 -2.06357 -1.27326
C -5.22610 -0.79320 -1.04608
C -3.85062 -0.59468 -1.00230
H 2.36503 -4.72993 -0.82747
H 1.29127 -5.85280 1.10529
H -0.89018 -5.01221 1.95085
H -1.95394 -3.08379 0.87287
H 0.06667 0.73715 -2.86125
H 0.44225 0.96041 -5.28773
H -0.27252 -0.84743 -6.82439
H -1.34745 -2.88084 -5.91244
H -1.72282 -3.09823 -3.49696
H -2.82078 -3.76955 -1.54313
H -5.25216 -4.12651 -1.62833
H -6.80549 -2.22667 -1.29632
H -5.89851 0.04216 -0.89074
H -3.45195 0.39624 -0.81024
C 5.40259 0.82125 3.97062
C 4.98946 1.55412 2.86345
C 3.71622 1.36480 2.33994
C 2.80633 0.46232 2.90911
C 3.24772 -0.25943 4.02447
C 4.52740 -0.08987 4.54739
Si 1.08247 0.17513 2.11998
C 0.06851 1.66403 2.77909
C -1.01973 1.51193 3.64512
C -1.78496 2.59993 4.05993
C -1.47170 3.88232 3.62868
C -0.38868 4.06472 2.77477
C 0.35438 2.96932 2.35241
H 6.40135 0.95141 4.37126
H 5.66929 2.25973 2.39760
H 3.42379 1.91679 1.44832
H 2.57125 -0.96719 4.49536
H 4.84001 -0.66910 5.40932
H 0.54813 -0.89523 3.03442
H -1.27071 0.51781 4.00517
H -2.62250 2.44645 4.73076
H -2.06346 4.73050 3.95209
H -0.13061 5.06415 2.43731
H 1.18913 3.11840 1.67010
C -0.36848 4.40093 -1.22570
S 1.20187 3.72418 -1.76625
C 2.23067 4.81078 -0.77797
O 1.29686 2.37457 -1.14441
H -0.39845 5.47420 -1.42405
H -0.46813 4.18098 -0.16019
H -1.14956 3.89012 -1.78861
H 2.13654 5.83207 -1.15255
H 3.25611 4.45963 -0.89093
H 1.91983 4.73948 0.26554

Calculated values
Net charge ... -1
Gap between HOMO and LUMO ... 0.22333 hartree
LUMO energy ... 2.06 eV
Total energy ... -2677.89120 Ha
Relative energy (zero: lowest compared OMol25 entry of this formula, charge and spin) ... 25.07 kcal/mol